C38H69BNO44S10 | wB97M-V/def2-TZVPD

Geometry as ORCA input:
```
! RIJCOSX wB97M-V def2-TZVPD def2/J DEFGRID3
* xyz -1 1
C -4.027 -3.394 1.906
C -3.586 -4.772 1.355
O -2.892 -5.474 2.061
O -3.927 -5.250 0.110
C -3.582 -4.270 -0.911
C -2.845 -4.840 -2.145
C -2.987 -3.951 -3.428
B -2.565 -2.375 -3.171
C -1.024 -2.082 -3.674
C -0.080 -1.659 -2.471
C 0.001 -0.094 -2.469
O 1.181 -2.323 -2.698
C 2.157 -1.945 -1.750
C 1.662 -1.870 -0.290
C 1.198 -3.081 0.324
C 0.676 -3.156 1.640
C 0.595 -1.955 2.406
C 1.051 -0.743 1.851
C 1.605 -0.664 0.458
N -3.635 -1.415 -3.846
C -3.246 0.007 -3.599
C -4.853 -1.556 -3.086
C -5.042 -0.932 -1.662
O -5.787 -2.213 -3.514
H -3.459 -3.176 2.852
H -3.715 -2.629 1.154
H -5.117 -3.284 2.079
H -2.865 -3.560 -0.432
H -4.465 -3.640 -1.178
H -1.789 -5.058 -1.864
H -3.312 -5.834 -2.377
H -4.030 -4.069 -3.806
H -2.340 -4.429 -4.210
H -2.624 -2.114 -1.977
H -0.574 -3.014 -4.106
H -0.988 -1.344 -4.518
H -0.608 -2.066 -1.580
H -0.473 0.375 -3.359
H 1.024 0.331 -2.402
H -0.604 0.271 -1.603
H 2.625 -0.963 -2.020
H 3.000 -2.683 -1.767
H 1.238 -4.007 -0.275
H 0.324 -4.141 1.987
H 0.154 -2.030 3.416
H 0.949 0.165 2.474
H 1.934 0.318 0.010
H -2.532 0.377 -4.365
H -4.129 0.685 -3.556
H -2.765 0.080 -2.583
H -5.335 0.138 -1.673
H -4.102 -0.995 -1.061
H -5.791 -1.522 -1.086
C 3.852 2.953 3.523
C 3.588 4.409 3.192
O 2.838 4.374 1.972
S 1.924 3.048 1.945
O 0.613 3.393 2.384
O 2.162 2.333 0.746
O 2.654 2.266 3.156
H 4.675 2.551 2.925
H 4.068 2.804 4.580
H 4.507 4.985 3.062
H 2.967 4.882 3.959
C 0.082 6.683 -1.955
C -1.050 6.956 -0.983
O -1.401 5.672 -0.461
S -0.084 4.746 -0.390
O 0.431 4.793 0.938
O -0.357 3.527 -1.055
O 0.863 5.656 -1.337
H -0.296 6.299 -2.906
H 0.692 7.566 -2.137
H -1.908 7.421 -1.463
H -0.717 7.581 -0.150
C -2.841 -3.255 7.318
C -4.127 -2.543 6.944
O -3.708 -1.321 6.337
S -2.312 -1.562 5.561
O -2.594 -1.778 4.192
O -1.378 -0.589 6.005
O -1.943 -2.986 6.245
H -2.413 -2.842 8.235
H -2.981 -4.328 7.435
H -4.758 -2.345 7.808
H -4.695 -3.113 6.202
C -4.233 2.337 1.365
C -5.607 2.158 1.983
O -5.494 0.997 2.808
S -3.996 0.911 3.395
O -3.992 1.460 4.708
O -3.472 -0.378 3.111
O -3.312 1.989 2.402
H -4.082 1.649 0.529
H -4.060 3.358 1.029
H -6.384 2.020 1.234
H -5.866 3.005 2.625
C -2.016 4.766 3.422
C -2.482 4.846 4.859
O -3.036 6.163 4.990
S -3.692 6.601 3.586
O -5.089 6.350 3.642
O -3.161 7.866 3.220
O -3.015 5.469 2.668
H -1.062 5.278 3.285
H -1.927 3.739 3.073
H -1.671 4.697 5.568
H -3.277 4.122 5.060
C 4.282 -2.893 -4.656
C 4.087 -4.371 -4.404
O 4.909 -5.017 -5.388
S 6.200 -4.100 -5.682
O 7.286 -4.596 -4.910
O 6.292 -3.899 -7.085
O 5.670 -2.750 -4.998
H 3.686 -2.556 -5.507
H 4.040 -2.291 -3.785
H 3.049 -4.677 -4.505
H 4.455 -4.656 -3.415
C 9.061 6.296 3.337
C 8.981 5.356 2.152
O 7.580 5.209 1.900
S 6.827 6.580 2.276
O 6.640 7.333 1.092
O 5.754 6.269 3.160
O 8.019 7.254 3.122
H 8.855 5.773 4.273
H 10.026 6.794 3.406
H 9.438 4.390 2.355
H 9.441 5.795 1.264
C 6.116 -8.090 -7.465
C 7.187 -7.098 -7.868
O 7.956 -7.778 -8.869
S 6.991 -8.763 -9.699
O 6.597 -8.109 -10.895
O 7.566 -10.061 -9.695
O 5.742 -8.746 -8.682
H 6.511 -8.843 -6.779
H 5.254 -7.604 -7.012
H 7.818 -6.805 -7.032
H 6.750 -6.207 -8.323
C 3.975 3.990 -2.564
C 3.785 2.513 -2.302
O 4.605 1.858 -3.279
S 5.896 2.770 -3.580
O 6.982 2.289 -2.802
O 5.991 2.964 -4.982
O 5.360 4.131 -2.903
H 3.380 4.322 -3.418
H 3.731 4.599 -1.695
H 2.746 2.203 -2.403
H 4.151 2.236 -1.311
C -8.390 -1.796 5.637
C -9.678 -1.098 5.246
O -9.260 0.112 4.614
S -7.855 -0.144 3.850
O -8.131 -0.398 2.481
O -6.925 0.836 4.266
O -7.488 -1.546 4.559
H -7.964 -1.363 6.546
H -8.527 -2.867 5.777
H -10.313 -0.883 6.103
H -10.240 -1.686 4.516
*
```

Summary:
Highest occupied orbital energy, eV: -4.89
F_max, eV/A: 4.252
Molar mass, u: 1575.42
HOMO-LUMO gap, eV: 5.97